# C19H57AsF6N13O9Tl

C19H57AsF6N13O9Tl as an isolated structure in a non-equilibrium geometry (the ωB97M-V functional and the def2-TZVPD basis, the OMol25 dataset).

```
106
Properties=species:S:1:pos:R:3:lowdin_charge:R:1
Tl -39.2808 20.3076 -6.5921 0.980
As -33.6018 18.0074 -10.1149 0.940
F -32.7069 18.2234 -8.5512 -0.327
F -35.1229 18.3620 -9.3097 -0.299
F -34.3947 18.0874 -11.8285 -0.357
F -32.0896 17.3196 -10.7368 -0.291
F -34.1092 16.2482 -9.9183 -0.343
F -33.1455 19.7432 -10.3285 -0.320
C -35.1681 25.1092 -12.2656 -0.016
C -36.5499 24.5103 -11.8586 -0.386
C -37.2553 23.8089 -13.0195 -0.199
O -37.3518 24.6983 -14.1044 -0.161
C -38.0692 24.1011 -15.1842 -0.096
N -36.2815 23.5685 -10.8066 0.108
H -35.1166 26.1916 -12.3839 0.092
H -34.7141 24.4717 -13.0242 0.094
H -34.4815 25.0166 -11.4240 0.074
H -37.1482 25.2453 -11.3202 0.145
H -38.2375 23.3928 -12.7953 0.132
H -36.5742 23.0550 -13.4142 0.132
H -39.1298 23.8751 -15.0742 0.091
H -37.6710 23.1526 -15.5446 0.087
H -37.9194 24.8144 -15.9947 0.096
H -35.5276 22.9676 -11.1075 0.101
H -35.8424 24.0401 -10.0288 0.098
C -40.7061 16.9275 -21.5362 -0.044
C -40.8752 15.8824 -20.4204 -0.401
C -39.6472 15.2303 -19.8109 -0.215
O -38.9741 16.0755 -18.9200 -0.176
C -37.6942 15.5799 -18.7313 -0.120
N -41.8071 16.3705 -19.4279 0.121
H -40.2576 17.9193 -21.4801 0.084
H -41.6121 17.0604 -22.1275 0.082
H -40.0290 16.5261 -22.2902 0.078
H -41.4030 15.0346 -20.8571 0.144
H -39.0367 14.9172 -20.6579 0.129
H -39.8170 14.2847 -19.2960 0.134
H -37.2584 16.1102 -17.8846 0.094
H -37.0460 15.6549 -19.6044 0.097
H -37.8103 14.5368 -18.4371 0.090
H -42.5152 17.0028 -19.7727 0.100
H -41.1072 16.7640 -18.8152 0.080
C -26.7259 11.3417 -24.1503 -0.104
O -27.3067 12.5373 -24.6534 -0.128
C -28.0671 13.3135 -23.6848 -0.157
C -27.2771 14.1606 -22.7134 -0.237
N -27.9855 14.9060 -21.7737 0.042
C -28.4890 14.0653 -20.6705 -0.147
C -29.5692 14.8114 -19.8305 -0.277
O -29.0992 15.8692 -19.1825 -0.113
C -29.9391 16.3432 -18.1270 -0.042
H -26.0767 10.9669 -24.9415 0.095
H -27.3049 10.4687 -23.8491 0.093
H -26.0213 11.4239 -23.3226 0.084
H -28.9285 12.8289 -23.2251 0.126
H -28.4249 14.0407 -24.4137 0.137
H -26.5714 14.8741 -23.1386 0.146
H -26.5098 13.4905 -22.3256 0.137
H -27.2331 15.2596 -21.2001 0.133
H -27.7851 13.7051 -19.9202 0.143
H -28.9586 13.1789 -21.0970 0.117
H -29.9900 14.1157 -19.1046 0.132
H -30.3573 14.9000 -20.5783 0.140
H -30.9908 16.1901 -18.3691 0.095
H -29.6808 17.4020 -18.1396 0.103
H -29.8059 15.9496 -17.1193 0.101
C -40.2721 13.6803 -8.3854 -0.721
O -40.2910 14.8201 -7.9096 0.030
N -41.3126 12.9181 -8.6435 0.162
N -39.1294 13.1375 -8.8372 0.156
H -42.2112 13.3789 -8.6607 0.123
H -41.2150 11.9146 -8.5846 0.116
H -38.3071 13.6760 -8.6052 0.119
H -39.2184 12.1953 -9.1901 0.106
C -34.9707 15.3499 -4.1015 -0.702
O -35.7048 16.3197 -4.3752 0.052
N -33.8387 15.1007 -4.6948 0.174
N -35.1607 14.3770 -3.2132 0.159
H -33.3734 15.8294 -5.2168 0.133
H -33.3956 14.1938 -4.6581 0.119
H -36.1300 14.1990 -2.9922 0.122
H -34.3974 13.7254 -3.1005 0.111
C -40.5250 17.9761 -12.9864 -0.728
O -40.3677 18.5130 -11.8503 0.007
N -39.4967 17.5821 -13.6840 0.176
N -41.6969 17.7105 -13.4752 0.179
H -39.4287 17.3000 -14.6514 0.117
H -38.6078 17.8615 -13.2942 0.126
H -42.4606 18.0520 -12.9094 0.129
H -41.7748 17.1318 -14.2993 0.122
C -34.9881 9.9854 -10.9570 -0.759
O -35.1558 8.8035 -10.8839 0.103
N -34.3969 10.7922 -10.1323 0.172
N -35.4933 10.7199 -11.9668 0.163
H -33.9799 10.3648 -9.3178 0.129
H -34.1814 11.7365 -10.4186 0.121
H -35.6044 11.7182 -11.8613 0.108
H -35.7192 10.2249 -12.8177 0.118
C -32.9222 22.3052 -4.6081 -0.740
O -34.0028 21.8869 -5.0367 0.062
N -32.7635 22.9854 -3.5033 0.173
N -31.7954 22.1134 -5.2152 0.184
H -33.4136 23.0637 -2.7343 0.128
H -31.9522 23.5861 -3.4711 0.118
H -30.9591 22.2711 -4.6714 0.123
H -31.7634 21.5712 -6.0667 0.136
```

Computed properties:
LUMO energy	-11.423	eV
HOMO-LUMO gap	0.89	eV
E	-140240.8298	eV
total charge	+2
2S+1	1